Arrangement w

The following is a DFT calculation (the ωB97M-V functional and the def2-TZVPD basis) of a 15-piece molecular cluster, C45H105N15O15 overall.

For the gap between HOMO and LUMO, the calculation gives 7.89 eV.

ORCA input file:
```
! wB97M-V def2-TZVPD RIJCOSX def2/J DEFGRID3
* xyz 0 1
C 4.52956 0.71357 -3.03333
C 4.15017 -0.72351 -2.75183
O 3.07138 -1.04710 -2.30136
N 5.19135 -1.57361 -2.97525
C 5.10013 -3.01168 -2.89920
H 4.21704 1.17126 -3.96933
H 5.62304 0.78410 -3.02952
H 4.17398 1.35850 -2.23189
H 5.95994 -1.20890 -3.50544
H 5.88795 -3.47987 -3.48721
H 4.13321 -3.37620 -3.21835
H 5.31965 -3.32664 -1.87506
C 6.94519 4.15341 -3.08550
C 5.58523 3.95024 -2.43755
O 4.54043 4.20380 -3.03377
N 5.62110 3.36273 -1.19408
C 4.46849 3.25600 -0.32975
H 6.80370 4.79885 -3.94958
H 7.41222 3.22044 -3.38738
H 7.60251 4.73653 -2.43110
H 6.53518 3.23288 -0.80276
H 4.80589 3.29441 0.71925
H 4.05138 2.23741 -0.23467
H 3.68438 3.97131 -0.52122
C 1.90382 -0.29707 4.09369
C 0.43599 -0.59749 4.21505
O -0.30023 -0.56824 3.25737
N -0.01913 -0.91169 5.45938
C -1.46242 -0.96880 5.75022
H 2.06926 0.74800 3.83966
H 2.30266 -0.95257 3.30943
H 2.53195 -0.54322 4.95363
H 0.61525 -0.84684 6.23266
H -1.64319 -1.50849 6.67832
H -1.99232 -1.47634 4.95170
H -1.81640 0.05625 5.90458
C -3.65654 3.99977 0.14374
C -3.26636 5.08923 1.09797
O -2.16005 5.60501 1.06116
N -4.13620 5.40565 2.08190
C -5.33564 4.68265 2.39210
H -4.71979 4.15894 -0.06601
H -3.59239 2.99815 0.56223
H -3.04434 4.10443 -0.74295
H -3.85673 6.16765 2.67291
H -5.15378 3.73649 2.92103
H -6.00286 4.53353 1.54982
H -5.87234 5.24759 3.16141
C -0.08605 3.91564 -5.67022
C -0.06119 4.08159 -4.16794
O -0.58960 5.06157 -3.64083
N 0.56651 3.13026 -3.42200
C 1.31522 2.00250 -3.88462
H 0.01151 2.87517 -5.97885
H 0.74072 4.51263 -6.06002
H -1.03238 4.28612 -6.04283
H 0.74262 3.40647 -2.46366
H 1.83426 2.26542 -4.81097
H 0.76446 1.05645 -3.96854
H 2.12502 1.76834 -3.19433
C -0.70500 2.05814 0.38025
C 0.60878 1.87679 -0.32515
O 1.29272 2.85491 -0.63090
N 1.04832 0.63971 -0.63113
C 0.46990 -0.62789 -0.33978
H -0.78739 3.09574 0.69932
H -0.86822 1.40806 1.24448
H -1.56067 1.88191 -0.28206
H 1.82035 0.55013 -1.28486
H 0.51503 -1.31554 -1.18139
H -0.59700 -0.59145 -0.09566
H 0.85098 -1.12656 0.56038
C -2.74251 -5.14982 -0.78287
C -1.43215 -4.72270 -1.41104
O -0.72835 -3.87197 -0.87494
N -1.06211 -5.28450 -2.60367
C -1.60154 -6.47381 -3.26941
H -2.55764 -5.95932 -0.06820
H -3.49327 -5.50854 -1.48415
H -3.16193 -4.32567 -0.21648
H -0.26543 -4.84296 -3.03149
H -1.65782 -6.32643 -4.34508
H -2.60140 -6.76651 -2.96565
H -0.95330 -7.33685 -3.07290
C 1.34056 -2.57394 -4.36270
C 0.42911 -3.35662 -5.25869
O -0.66803 -2.92493 -5.59483
N 0.83907 -4.59655 -5.65402
C 0.00991 -5.48218 -6.49146
H 2.39965 -2.58130 -4.62358
H 1.20981 -2.92281 -3.33564
H 1.10031 -1.51802 -4.47372
H 1.55606 -5.05891 -5.12279
H 0.05581 -5.26292 -7.55351
H -1.00874 -5.54499 -6.11614
H 0.42437 -6.48560 -6.36318
C -3.03673 -1.54352 0.79822
C -4.02872 -1.90563 1.88706
O -3.86772 -1.45497 3.01812
N -5.07264 -2.69889 1.58283
C -6.16360 -2.93692 2.47946
H -2.29781 -2.34334 0.71622
H -2.56932 -0.60599 1.08134
H -3.52033 -1.37165 -0.16889
H -5.22156 -2.90503 0.61091
H -6.77180 -2.03942 2.63104
H -5.83458 -3.23462 3.47607
H -6.77359 -3.75572 2.10842
C 6.12322 -6.91860 0.69591
C 4.86429 -6.47742 0.01681
O 4.28849 -7.18413 -0.80098
N 4.43188 -5.23046 0.30576
C 3.29506 -4.59947 -0.37988
H 6.13089 -7.98876 0.87266
H 6.25176 -6.40934 1.65790
H 7.00876 -6.68345 0.10286
H 4.87544 -4.68806 1.02474
H 3.37640 -4.82893 -1.43386
H 3.33815 -3.51664 -0.25065
H 2.36789 -4.87356 0.12327
C -1.83359 -0.42425 -3.28078
C -2.04871 0.37225 -4.56381
O -2.23592 1.57286 -4.54121
N -1.99478 -0.36336 -5.71588
C -2.37106 0.25138 -6.96347
H -2.51580 -1.27462 -3.23834
H -1.96342 0.24380 -2.43185
H -0.82527 -0.84092 -3.21782
H -1.54982 -1.27700 -5.75338
H -2.96183 -0.44714 -7.55843
H -1.47839 0.54307 -7.52214
H -2.98373 1.12607 -6.79021
C 0.36334 -6.32740 2.82360
C 0.36489 -5.45840 4.03238
O 0.89530 -5.82705 5.06994
N -0.22607 -4.22812 3.94219
C -0.91550 -3.68781 2.77341
H 1.33447 -6.78140 2.73436
H 0.16916 -5.78517 1.89886
H -0.40581 -7.09413 2.91215
H -0.25372 -3.70629 4.79908
H -0.21341 -3.36862 1.99960
H -1.49597 -2.82641 3.09620
H -1.61124 -4.38674 2.29994
C 0.48327 3.83178 3.27666
C 0.42277 3.44371 4.73309
O 1.42535 3.10111 5.34941
N -0.82203 3.57518 5.31611
C -1.00598 3.30201 6.71529
H -0.41323 4.27791 2.84933
H 0.73416 2.93494 2.69820
H 1.30991 4.53045 3.14434
H -1.62062 3.39111 4.73057
H -1.86925 3.86503 7.05759
H -0.12690 3.65655 7.24577
H -1.14908 2.23961 6.92938
C -0.27364 8.23916 2.30402
C 0.75194 7.82388 1.24134
O 1.79163 8.47046 1.07603
N 0.42661 6.73852 0.48609
C 1.27768 6.18313 -0.52812
H -1.28567 8.18264 1.89563
H -0.04789 9.26579 2.57305
H -0.27029 7.58496 3.17649
H -0.44522 6.25139 0.66053
H 1.23420 6.71999 -1.48470
H 0.94363 5.17508 -0.74842
H 2.33783 6.16964 -0.26998
C -2.85614 1.57823 3.24437
C -3.70701 1.77556 4.48879
O -3.64280 2.77561 5.18328
N -4.56570 0.76484 4.73531
C -5.40152 0.74991 5.93716
H -2.10306 2.36786 3.22215
H -3.44891 1.70905 2.34226
H -2.30904 0.64974 3.36337
H -4.46029 -0.05106 4.14503
H -4.76438 0.71147 6.82243
H -6.01126 -0.15197 5.91175
H -6.06667 1.60790 5.96913
*
```

Arrangement x

The following is a DFT calculation (the ωB97M-V functional and the def2-TZVPD basis) of a 15-piece molecular cluster, C45H105N15O15 overall.

For the gap between HOMO and LUMO, the calculation gives 8.21 eV.

ORCA input file:
```
! wB97M-V def2-TZVPD RIJCOSX def2/J DEFGRID3
* xyz 0 1
C -4.74111 -0.12367 -1.49172
C -4.02091 1.02914 -0.81665
O -3.39966 0.84920 0.22833
N -4.13559 2.23007 -1.40778
C -3.47674 3.41475 -0.89336
H -5.82468 -0.00216 -1.44984
H -4.51416 -1.10052 -1.07386
H -4.44516 -0.15128 -2.54346
H -4.61083 2.32862 -2.28850
H -2.55637 3.62547 -1.43850
H -3.21773 3.26660 0.15259
H -4.16272 4.25880 -0.93237
C -2.77395 -4.27975 5.17740
C -1.43771 -3.69932 4.80768
O -0.41325 -4.35608 5.01323
N -1.40075 -2.46765 4.26937
C -0.17922 -1.75317 3.95648
H -2.77113 -4.56857 6.22986
H -3.07738 -5.20560 4.68323
H -3.63377 -3.62333 5.02898
H -2.30139 -2.00062 4.20858
H 0.68677 -2.06306 4.53044
H -0.25500 -0.69177 4.20240
H -0.06704 -1.86322 2.87828
C -2.20554 -8.39610 -1.32745
C -0.85479 -7.68585 -1.38532
O 0.04371 -8.03702 -2.12963
N -0.73794 -6.66387 -0.50217
C 0.44369 -5.82418 -0.46950
H -3.03774 -7.69568 -1.26945
H -2.17274 -9.08584 -0.48526
H -2.34461 -8.94855 -2.25492
H -1.59694 -6.39424 -0.03502
H 1.23360 -6.31235 0.10271
H 0.17551 -4.90506 0.05040
H 0.75934 -5.65103 -1.49730
C 3.47388 5.53072 1.69583
C 3.22134 5.09893 0.26098
O 2.34027 4.27952 0.01690
N 4.02272 5.61327 -0.68772
C 3.93472 5.09748 -2.04792
H 2.52414 5.87802 2.10157
H 4.27087 6.26576 1.77606
H 3.69832 4.61187 2.23774
H 4.81912 6.17906 -0.46082
H 2.98823 5.36031 -2.52444
H 4.13684 4.00019 -2.23314
H 4.74444 5.59365 -2.58899
C -3.76937 0.37420 6.86669
C -3.40555 0.11865 5.42757
O -3.82985 -0.89054 4.86589
N -2.76211 1.10496 4.78060
C -2.43081 1.01880 3.37023
H -2.89217 0.23272 7.49968
H -4.45517 -0.42887 7.13535
H -4.33209 1.28876 7.04206
H -2.39673 1.88504 5.29799
H -3.02983 1.66784 2.73412
H -2.39406 0.00382 2.98696
H -1.39840 1.34670 3.21131
C -1.22703 0.68819 -3.31269
C -0.91840 1.01460 -4.74604
O 0.01395 0.45594 -5.30763
N -1.67136 1.96336 -5.33005
C -1.50922 2.54707 -6.64224
H -0.29633 0.34751 -2.86441
H -2.00896 -0.06457 -3.21274
H -1.52086 1.56188 -2.72484
H -2.42331 2.41203 -4.83536
H -2.37188 3.17244 -6.84633
H -1.52195 1.77653 -7.42069
H -0.54685 3.03681 -6.79355
C -1.01144 -1.59287 0.65054
C -0.04778 -0.49902 0.22026
O 1.12953 -0.77443 0.04511
N -0.61621 0.70597 0.05600
C 0.00925 1.83025 -0.61312
H -0.53458 -2.52323 0.94840
H -1.70860 -1.77947 -0.16966
H -1.59941 -1.26148 1.50842
H -1.63127 0.75409 0.12002
H -0.50926 2.74375 -0.32446
H 0.04894 1.68044 -1.69020
H 1.02992 1.97655 -0.25880
C 2.15616 2.42620 -3.03807
C 3.35024 2.85669 -3.88241
O 4.38627 3.20396 -3.32267
N 3.19267 2.87245 -5.22055
C 4.23256 3.20910 -6.17943
H 2.00457 3.26181 -2.35118
H 2.47781 1.56432 -2.45792
H 1.24447 2.29022 -3.61617
H 2.31495 2.53947 -5.58414
H 4.56784 4.23444 -6.03514
H 3.82332 3.16079 -7.18725
H 5.02037 2.46031 -6.10958
C -0.73721 4.73011 -3.58632
C -1.91910 5.52679 -4.13489
O -2.30313 5.31602 -5.28980
N -2.47424 6.44253 -3.35370
C -3.55761 7.30964 -3.77483
H 0.19703 5.22067 -3.85466
H -0.76739 3.74663 -4.05207
H -0.77653 4.53914 -2.51150
H -2.30470 6.50049 -2.34808
H -3.18803 7.87550 -4.63578
H -3.87747 7.98634 -2.99017
H -4.39834 6.75510 -4.19716
C 2.84068 -0.81497 -4.27398
C 3.65906 -2.06407 -4.00120
O 4.03071 -2.76651 -4.93191
N 4.07258 -2.25391 -2.73483
C 3.85797 -1.32363 -1.63680
H 3.54830 0.00629 -4.12993
H 1.93110 -0.62138 -3.70652
H 2.50730 -0.83122 -5.30808
H 4.61742 -3.07680 -2.53818
H 4.59742 -0.52451 -1.55686
H 3.95368 -1.91445 -0.72526
H 2.82735 -0.98377 -1.70107
C -0.46133 -5.57824 3.14947
C 0.80401 -6.38523 2.97498
O 1.89381 -5.87447 2.68887
N 0.70499 -7.73015 2.98875
C -0.49055 -8.53663 3.16583
H -0.31219 -4.54742 2.85546
H -0.74855 -5.71355 4.18263
H -1.20048 -6.02278 2.47862
H 1.56832 -8.23511 2.87612
H -1.17242 -8.10671 3.89709
H -0.15315 -9.52098 3.48053
H -0.99856 -8.59873 2.19931
C 6.42772 -1.36006 2.27214
C 5.84862 -0.35295 1.30068
O 6.46043 -0.12419 0.26100
N 4.66251 0.20173 1.60167
C 3.99423 1.15789 0.75573
H 7.51342 -1.34119 2.22748
H 6.10190 -2.37288 2.03569
H 6.12097 -1.13598 3.29596
H 4.19178 -0.09488 2.44679
H 4.37023 2.17098 0.89751
H 2.94372 1.19561 1.05865
H 3.92267 0.80788 -0.27288
C -4.04813 -4.76898 -1.03513
C -3.60279 -4.45501 0.36947
O -2.70465 -5.12188 0.89213
N -4.13074 -3.40076 0.98810
C -3.76322 -2.94847 2.30566
H -4.64285 -3.95202 -1.45374
H -4.53311 -5.73292 -1.15495
H -3.16828 -4.75245 -1.68265
H -4.95358 -3.00324 0.56518
H -4.10551 -1.93669 2.51119
H -2.68237 -3.01804 2.39975
H -4.14874 -3.58240 3.10661
C -0.29291 6.13219 0.66647
C -1.32177 6.98061 -0.03873
O -2.32673 6.52257 -0.58331
N -1.06846 8.30817 -0.07502
C -1.94356 9.29530 -0.67844
H -0.58828 5.10568 0.46753
H -0.37235 6.39879 1.72227
H 0.72930 6.29118 0.33117
H -0.28961 8.63795 0.46962
H -1.78445 9.40581 -1.74988
H -1.76993 10.28367 -0.25082
H -2.97751 9.08274 -0.40965
C 2.96488 -2.80335 1.91882
C 2.94905 -2.53300 3.41222
O 3.35976 -1.45074 3.84812
N 2.66050 -3.57078 4.19558
C 2.84422 -3.52236 5.63785
H 3.94874 -3.19526 1.64637
H 2.92290 -1.88880 1.33285
H 2.19559 -3.51147 1.61603
H 2.28783 -4.42847 3.79745
H 3.10232 -4.50508 6.02560
H 1.92346 -3.19136 6.12440
H 3.61901 -2.78931 5.85337
*
```

Stability, descending: arrangement w, arrangement x

Arrangement w

The following is a DFT calculation (the ωB97M-V functional and the def2-TZVPD basis) of C11H10ClPS in the gas phase.

For the gap between HOMO and LUMO, the calculation gives 7.72 eV.

ORCA input file:
```
! wB97M-V def2-TZVPD RIJCOSX def2/J DEFGRID3
* xyz 0 1
Cl 3.81196 -1.94042 0.01424
P 2.68707 -0.46090 0.76032
C 3.81456 0.93939 1.02943
C 3.37832 2.01946 0.34342
C 2.29745 1.81733 -0.55437
C 1.92221 0.46293 -0.63896
S 0.82831 -0.30172 -1.83641
C -0.75567 0.74125 -1.42468
C -1.55443 -0.12123 -0.51318
C -2.82147 -0.48814 -0.90218
C -3.58134 -1.36564 -0.03932
C -3.09297 -1.79271 1.15935
C -1.69486 -1.54333 1.41263
C -0.93190 -0.69167 0.61535
H 4.50300 0.96578 1.85354
H 3.56691 2.99565 0.60056
H 1.84093 2.59837 -1.23306
H -1.14786 0.81338 -2.36621
H -0.38892 1.83332 -1.15508
H -3.16632 -0.05118 -1.77610
H -4.62150 -1.60789 -0.33377
H -3.68990 -2.36859 1.95235
H -1.26254 -2.12371 2.25274
H 0.05895 -0.32973 0.77941
*
```

Arrangement x

The following is a DFT calculation (the ωB97M-V functional and the def2-TZVPD basis) of a 2-piece molecular cluster, C11H10ClPS overall.

For the gap between HOMO and LUMO (alpha / beta), the calculation gives 6.85 / 6.85 eV.

ORCA input file:
```
! wB97M-V def2-TZVPD RIJCOSX def2/J DEFGRID3
* xyz 0 1
C 2.00373 -2.29678 -0.85555
C 2.61056 -1.26967 -1.56468
C 1.50986 -1.96826 0.39721
C 2.64007 0.02668 -1.13024
C 1.44247 -0.66551 0.85420
C 1.96724 0.31197 0.06045
C -4.05388 0.94585 -0.16887
C -2.84381 1.77289 -0.06884
C -3.83948 -0.36581 -0.03821
C -1.81197 1.05769 0.40753
C 1.90466 1.79592 0.63506
P -2.00935 -0.69492 0.16698
S 0.47224 2.76072 0.16556
Cl -2.30817 -1.74411 1.87154
H 1.97628 -3.25536 -1.21089
H 3.09075 -1.34353 -2.44900
H 0.98343 -2.66466 1.01708
H 3.08918 0.79056 -1.62356
H 1.20674 -0.44286 1.83682
H -5.06438 1.41112 -0.22239
H -2.82153 2.76894 -0.19887
H -4.64376 -1.09590 0.26351
H 1.83043 1.68798 1.73676
H 2.66870 2.47707 0.11838
*
```

Stability, descending: arrangement w, arrangement x

Arrangement w

The following is a DFT calculation (the ωB97M-V functional and the def2-TZVPD basis) of an isolated ion of composition C4H5N2 and charge +1.

For the gap between HOMO and LUMO, the calculation gives 8.41 eV.

ORCA input file:
```
! wB97M-V def2-TZVPD RIJCOSX def2/J DEFGRID3
* xyz 1 1
C 2.85503 0.20931 -1.28960
C 1.64346 0.01985 -1.39519
C 0.29500 -0.31630 -1.39367
N -0.17739 -0.44544 -0.21979
N -0.79455 -0.66132 0.76679
C -1.61922 0.09086 1.59241
H 3.86553 0.49598 -1.33624
H -0.47852 -0.15424 -2.28350
H -0.97903 0.38858 2.54269
H -2.56469 -0.59276 1.94201
H -2.04561 0.96550 1.07409
*
```

Arrangement x

The following is a DFT calculation (the ωB97M-V functional and the def2-TZVPD basis) of an isolated ion of composition C4H5N2 and charge +1.

For the gap between HOMO and LUMO, the calculation gives 10.17 eV.

ORCA input file:
```
! wB97M-V def2-TZVPD RIJCOSX def2/J DEFGRID3
* xyz 1 1
C 1.90782 -0.13587 -0.19365
C 0.65372 -0.35304 0.03063
C -0.60122 -1.01911 0.23258
C -0.68286 0.52770 0.26851
N -1.47535 1.23827 -0.52471
N -2.20989 1.88619 -1.05714
H 2.60432 -0.95702 -0.27943
H 2.33177 0.85108 -0.29447
H -0.81035 -1.51035 1.17628
H -1.05573 -1.51000 -0.62006
H -0.66224 0.98216 1.26148
*
```

Stability, descending: arrangement x, arrangement w

Arrangement w

The following is a DFT calculation (the ωB97M-V functional and the def2-TZVPD basis) of C2H4N3P in the gas phase.

For the gap between HOMO and LUMO, the calculation gives 8.74 eV.

ORCA input file:
```
! wB97M-V def2-TZVPD RIJCOSX def2/J DEFGRID3
* xyz 0 1
C 1.23941 0.12885 -1.25706
C 0.07910 -0.54544 -0.75727
N 1.63551 1.03095 -0.36624
N 1.30272 1.46996 0.62990
N -0.41596 -0.21979 0.36933
P -1.91166 -0.62022 1.13448
H 1.92350 -0.21162 -1.98306
H -0.25417 -1.36842 -1.39741
H -2.03742 0.77259 1.16659
H -1.56103 -0.43686 2.46073
*
```

Arrangement x

The following is a DFT calculation (the ωB97M-V functional and the def2-TZVPD basis) of C2H4N3P in the gas phase.

For the gap between HOMO and LUMO (alpha / beta), the calculation gives 7.45 / 6.47 eV.

ORCA input file:
```
! wB97M-V def2-TZVPD RIJCOSX def2/J DEFGRID3
* xyz 0 1
H 2.33833 0.74062 -0.67524
N 1.58343 0.10716 -0.42310
N 0.89145 -0.35628 -1.38243
C -0.28607 -0.89778 -1.41631
N -0.98863 -0.93814 -0.29390
C -1.03054 -0.50211 0.84977
P -0.13313 0.56141 1.87351
H -0.64800 -1.47246 -2.24060
H -1.29019 1.16244 2.69963
H -0.43665 1.59514 1.00866
*
```

Stability, descending: arrangement w, arrangement x